Entry from the OMol25 dataset: a 8-piece molecular cluster, C38H72ClFO10 overall (ωB97M-V with the def2-TZVPD basis set).

## Properties
Total energy in hartree: -2803.3574
Energy relative to the best compared isomer or geometry (same formula, charge and spin) in eV: 0.000
Molecular weight in g/mol: 743.43
HOMO energy in eV: -9.17
SMILES string: CC[C@H](Cl)[C@H]1C(=O)OC[C@@]1(O)CCCF.C1CCOC1.C1CCOC1.C1CCOC1.C1CCOC1.C1CCOC1.C1CCOC1.C1CCOC1
Multiplicity: 1
Charge: 0

CARTESIAN COORDINATES (ANGSTROEM)
C  -1.26  0.97  0.70
C  -1.99  -0.19  -0.18
C  -1.48  0.07  -1.70
Cl  -2.92  0.89  -2.55
C  -1.13  -1.28  -2.48
C  -1.04  -0.75  -4.02
O  -1.85  -0.91  -4.94
O  0.21  -0.05  -4.00
C  1.17  -0.64  -3.05
C  0.35  -1.88  -2.41
O  0.32  -2.90  -3.46
C  0.97  -2.36  -1.01
C  0.02  -3.32  -0.14
C  0.10  -3.08  1.43
F  1.33  -2.47  1.87
H  -1.77  1.10  1.70
H  -0.15  0.73  0.76
H  -1.34  1.94  0.10
H  -3.12  -0.03  -0.08
H  -1.68  -1.24  0.16
H  -0.66  0.85  -1.71
H  -1.97  -2.05  -2.55
H  2.17  -0.90  -3.53
H  1.28  0.04  -2.13
H  1.19  -2.92  -3.91
H  1.37  -1.47  -0.41
H  1.91  -2.98  -1.27
H  0.34  -4.41  -0.32
H  -1.08  -3.28  -0.48
H  -0.77  -2.46  1.82
H  0.06  -4.11  1.94
C  -4.80  -5.81  -3.45
C  -5.48  -4.60  -2.85
C  -4.86  -4.54  -1.47
O  -3.53  -5.07  -1.60
C  -3.40  -5.69  -2.87
H  -4.81  -5.82  -4.54
H  -5.28  -6.72  -3.10
H  -5.22  -3.70  -3.42
H  -6.57  -4.68  -2.82
H  -5.40  -5.16  -0.75
H  -4.81  -3.52  -1.07
H  -2.76  -5.05  -3.49
H  -2.91  -6.67  -2.76
C  4.74  -0.52  5.03
C  4.62  -1.51  3.89
C  3.47  -0.95  3.10
O  3.50  0.48  3.28
C  4.41  0.79  4.34
H  5.72  -0.51  5.51
H  3.99  -0.74  5.79
H  5.54  -1.50  3.29
H  4.45  -2.54  4.22
H  2.51  -1.31  3.47
H  3.53  -1.18  2.03
H  5.31  1.24  3.89
H  3.96  1.52  5.01
C  -2.14  -4.11  -7.65
C  -1.04  -3.64  -6.73
C  -0.46  -4.95  -6.25
O  -0.63  -5.90  -7.31
C  -1.52  -5.34  -8.29
H  -2.45  -3.36  -8.38
H  -3.02  -4.40  -7.06
H  -0.29  -3.08  -7.29
H  -1.39  -3.02  -5.90
H  -0.99  -5.33  -5.37
H  0.60  -4.87  -6.01
H  -0.93  -5.07  -9.17
H  -2.27  -6.08  -8.58
C  0.62  5.95  0.17
C  1.26  5.87  1.53
C  0.77  4.53  2.03
O  0.60  3.69  0.88
C  0.68  4.51  -0.30
H  1.12  6.64  -0.52
H  -0.42  6.27  0.26
H  2.35  5.86  1.43
H  0.99  6.70  2.19
H  -0.20  4.62  2.53
H  1.47  4.05  2.73
H  1.64  4.29  -0.79
H  -0.13  4.25  -0.98
C  -6.32  2.78  1.36
C  -5.20  3.25  2.27
C  -4.61  1.94  2.74
O  -4.81  0.99  1.68
C  -5.71  1.55  0.72
H  -6.64  3.53  0.63
H  -7.19  2.50  1.97
H  -4.46  3.81  1.68
H  -5.53  3.89  3.09
H  -5.12  1.56  3.63
H  -3.54  2.02  2.96
H  -5.14  1.81  -0.17
H  -6.47  0.81  0.45
C  4.07  -2.12  10.28
C  3.95  -3.12  9.15
C  2.79  -2.55  8.35
O  2.82  -1.13  8.52
C  3.74  -0.82  9.59
H  5.05  -2.12  10.76
H  3.32  -2.34  11.04
H  4.87  -3.10  8.54
H  3.78  -4.15  9.48
H  1.83  -2.92  8.73
H  2.86  -2.79  7.28
H  4.63  -0.37  9.14
H  3.28  -0.09  10.26
C  4.41  8.28  -3.62
C  3.57  7.16  -4.20
C  2.62  6.86  -3.06
O  2.42  8.09  -2.35
C  3.38  9.04  -2.80
H  4.89  8.90  -4.38
H  5.18  7.87  -2.97
H  3.01  7.53  -5.07
H  4.15  6.29  -4.52
H  3.05  6.13  -2.37
H  1.65  6.48  -3.41
H  2.86  9.79  -3.41
H  3.83  9.55  -1.94